(1)
{
  "formula": "H11O6",
  "method": "the ωB97M-V functional and the def2-TZVPD basis",
  "symbols": ["H", "O", "H", "O", "O", "O", "H", "H", "O", "H", "H", "H", "O", "H", "H", "H", "H"],
  "positions_angstrom": [[0.58627, 1.55152, -0.30369], [-0.11710, -1.10720, -2.11406], [2.04147, 1.08299, 2.37606], [2.38847, 0.65072, -2.44007], [-2.93393, -2.62527, 1.69079], [-2.06891, 0.53278, 0.66913], [-1.09353, 0.28879, 0.60030], [2.44282, 1.54666, -2.17884], [0.52373, 0.62404, -0.15446], [-3.76359, -2.64320, 2.28616], [-1.05823, -0.81400, -2.00706], [1.78644, 0.32611, -1.78488], [2.91297, 1.10233, 1.95064], [-2.12608, 1.06118, -0.10608], [-2.38339, -1.90950, 1.98780], [2.62518, 0.66624, 1.10203], [0.23742, -0.33419, -1.57376]],
  "forces_ev_per_a": [[0.0, 2.0, -0.2], [-1.1, 2.4, 1.4], [0.4, 0.2, 0.6], [0.2, -0.8, -0.5], [-2.4, -0.8, 1.1], [2.2, -1.0, 0.5], [-1.7, 0.1, 0.7], [0.5, 1.7, 0.0], [0.4, -1.5, 0.7], [2.2, 0.3, -1.4], [0.6, -1.1, -0.6], [-0.2, -0.8, 0.2], [-1.5, -0.8, -1.5], [-0.8, 0.9, -1.1], [0.1, 0.6, 0.3], [1.1, 0.4, 0.9], [-0.1, -1.8, -1.1]],
  "lowdin_charge": [0.05, -0.08, 0.03, -0.01, -0.09, -0.05, 0.02, 0.01, 0.06, 0.08, 0.06, -0.04, -0.07, 0.01, 0.00, 0.03, -0.02],
  "relative_energy_ev": 1.2598,
  "homo_lumo_gap_ev": [10.92, 6.35],
  "s2": 0.753,
  "largest_force_ev_per_a": 2.95,
  "multiplicity": 2
}


(2)
{
  "formula": "C4H6O2",
  "method": "the ωB97M-V functional and the def2-TZVPD basis",
  "symbols": ["O", "C", "H", "C", "H", "H", "C", "O", "H", "C", "H", "H"],
  "positions_angstrom": [[0.98938, -0.49931, -1.32440], [0.61706, 1.10165, 0.45273], [0.55674, -1.20983, -1.81510], [0.08532, -0.03377, -0.37449], [-0.32541, -0.32548, 1.82340], [1.25042, -0.98729, 1.18003], [-1.36515, -0.27781, -0.60500], [-1.86872, -0.57017, -1.66452], [1.58598, 1.48771, 0.14106], [0.46559, -0.25736, 1.07798], [-0.07924, 1.88039, 0.76160], [-1.91196, -0.30874, 0.34671]],
  "forces_ev_per_a": [[-0.3, 0.0, -0.2], [-0.1, 0.1, 0.0], [0.0, 0.1, -0.1], [-0.2, -0.2, 0.2], [0.1, -0.2, -0.3], [0.5, 0.4, 0.2], [0.2, 0.1, -0.6], [0.3, 0.0, 0.5], [-0.2, -0.3, 0.0], [-0.1, 0.0, 0.1], [0.1, -0.3, 0.0], [-0.5, 0.3, 0.0]],
  "lowdin_charge": [0.04, -0.04, 0.11, -0.49, 0.10, 0.11, -0.19, 0.07, 0.12, -0.07, 0.11, 0.13],
  "relative_energy_ev": 1.8003,
  "homo_lumo_gap_ev": 10.76,
  "largest_force_ev_per_a": 0.67,
  "multiplicity": 1
}


(3)
{
  "formula": "C31H34N4O",
  "method": "the ωB97M-V functional and the def2-TZVPD basis",
  "symbols": ["C", "H", "H", "H", "C", "H", "H", "C", "C", "H", "C", "N", "H", "C", "C", "C", "C", "H", "C", "H", "H", "H", "C", "H", "H", "N", "H", "C", "H", "C", "H", "C", "H", "C", "H", "N", "H", "C", "H", "C", "H", "H", "H", "C", "H", "C", "C", "H", "C", "C", "C", "C", "H", "C", "C", "C", "O", "H", "C", "N", "C", "H", "C", "H", "C", "H", "H", "H", "H", "H"],
  "positions_angstrom": [[0.44065, -0.60358, 4.13147], [0.32571, -0.18736, 0.07760], [-3.91171, 4.25991, -5.60026], [0.52695, -0.65949, -6.58480], [-0.22669, -1.70236, 2.09344], [-0.44856, -1.69381, 1.02532], [1.08385, 0.91626, -6.04942], [5.73938, 2.94635, -0.02867], [-0.19669, -2.92349, 7.04078], [3.29990, 1.16785, -0.01914], [0.03841, 0.92420, -2.29663], [3.74010, 4.43649, -0.07677], [-1.88931, -5.40553, 4.33910], [4.26805, 3.16850, -0.05043], [-1.03337, 0.82476, -6.41575], [0.27101, 0.19264, -5.95204], [-0.26332, 2.02885, -1.47221], [-1.79895, 0.02949, -6.53928], [-0.36007, -2.89946, 2.77229], [0.95514, -4.64593, 6.43426], [0.77747, 0.30271, 4.63683], [1.71849, 5.17120, -0.11257], [-0.38528, 0.82517, -3.61607], [0.15282, -3.05469, 8.06504], [1.66943, -1.97123, 6.52996], [-0.31265, -4.12844, 4.86165], [0.34527, -0.84537, 6.75516], [0.59910, -1.82152, 6.33097], [-1.24362, -2.62313, 7.10423], [-0.06927, -4.24431, 6.29313], [-0.33484, -4.09527, 1.02007], [-0.78605, -5.34462, 4.21792], [-4.18245, 2.68692, -4.88588], [0.18495, -0.50093, 2.72986], [-0.95539, -6.25615, 2.26798], [2.00383, 2.96811, -0.06331], [0.63122, -5.59702, 2.61471], [0.34694, 0.74052, 2.01066], [-2.91577, 2.35570, -6.95113], [-0.10611, -2.96887, 4.17596], [-1.88307, -4.05125, 1.83906], [-0.46616, -1.15182, -4.41194], [6.05489, 1.90487, -0.01249], [0.32223, -1.78125, 4.85258], [-0.90451, 1.29049, -7.39354], [-0.79950, -4.11458, 2.01535], [-2.40962, 2.82265, -6.10351], [0.34755, 1.66386, 2.59156], [0.16036, -0.25491, -4.49094], [0.22328, 2.03282, -0.09311], [-2.72442, 3.85556, -3.81881], [-3.40804, 3.41882, -5.12320], [0.65368, 0.11149, -1.89288], [3.16731, 2.24360, -0.04313], [-0.43905, -5.41591, 2.73499], [-1.26017, 2.91779, -1.98788], [6.62452, 3.77990, -0.02785], [-0.03654, 2.90292, 0.50746], [2.36809, 4.30040, -0.08815], [-1.55149, 1.81982, -5.48867], [0.39963, 0.80628, 0.62237], [-1.76877, 3.62826, -6.52213], [-1.25207, 1.81966, -4.16108], [-3.48745, 4.04486, -3.05506], [-1.74870, 2.84106, -3.28810], [-0.75587, -4.99101, 6.69570], [-2.22574, 4.82138, -3.98646], [1.14982, -0.53187, -4.10838], [-0.36799, -6.19576, 4.75072], [-1.68073, 3.68874, -1.32651]],
  "forces_ev_per_a": [[-0.1, 0.3, -1.0], [0.4, 1.6, 0.6], [0.0, 0.0, 0.1], [-0.1, 0.1, 0.0], [0.4, 0.6, 0.5], [0.0, -0.1, 0.3], [0.0, 0.1, 0.1], [-0.2, 0.4, 0.0], [-0.1, 0.2, -0.3], [-0.7, 0.1, 0.0], [0.1, 0.4, -0.1], [-2.3, 0.0, 0.0], [0.4, 0.0, -0.1], [-1.9, 0.2, 0.0], [-0.3, -0.7, 0.2], [0.0, 0.1, 0.3], [-1.4, -0.8, -0.8], [0.3, 0.2, -0.1], [0.2, 0.4, 0.5], [-0.3, 0.1, 0.1], [-0.1, -0.2, 0.1], [-0.1, -0.5, 0.0], [-0.2, 0.8, 0.4], [0.0, 0.0, 0.0], [-0.1, 0.0, -0.2], [0.0, -0.3, 0.2], [0.1, -0.1, 0.0], [0.1, 0.0, 0.3], [-0.1, -0.1, -0.1], [0.7, 0.0, 0.0], [-0.1, -0.1, 0.2], [-0.7, 0.2, -0.2], [0.0, -0.1, -0.1], [0.0, -1.4, 1.0], [0.0, 0.0, 0.1], [0.3, -0.9, -0.3], [0.0, 0.0, 0.1], [-0.2, 0.1, -2.2], [-0.1, 0.0, 0.1], [0.0, 0.9, -0.4], [0.1, -0.2, 0.1], [0.0, 0.0, -0.1], [-0.2, -0.8, 0.0], [-0.3, -0.4, -0.7], [0.0, 0.1, 0.0], [-0.3, -0.3, -0.2], [0.5, 0.5, 0.1], [0.2, -0.1, -0.1], [0.2, -0.4, -0.2], [1.4, 2.4, 0.0], [-0.3, 0.4, -0.1], [0.1, -0.2, 0.3], [0.0, 0.4, -0.3], [1.7, 1.4, 0.0], [0.1, 0.3, 0.0], [0.7, -0.2, 0.5], [-0.8, -0.1, 0.0], [-0.7, -0.4, -0.1], [3.1, -1.0, 0.0], [-0.2, 0.0, -0.4], [-0.5, -1.8, 1.9], [-0.3, -0.2, 0.1], [0.6, 0.2, 0.9], [0.1, 0.0, -0.1], [0.6, -0.6, -0.1], [-0.1, 0.1, 0.0], [0.0, -0.2, 0.0], [-0.2, -0.1, -0.2], [0.1, -0.1, 0.0], [0.3, -0.2, -0.3]],
  "lowdin_charge": [0.01, 0.11, 0.11, 0.11, 0.01, 0.11, 0.12, -0.25, -0.17, 0.10, 0.01, 0.07, 0.13, -0.28, -0.16, -0.16, -0.19, 0.13, -0.15, 0.13, 0.12, 0.10, -0.14, 0.11, 0.12, -0.08, 0.12, -0.15, 0.12, -0.16, 0.12, -0.16, 0.12, -0.21, 0.11, 0.01, 0.12, 0.00, 0.12, -0.10, 0.13, 0.12, 0.10, -0.14, 0.12, -0.15, -0.16, 0.13, -0.15, -0.07, -0.15, -0.17, 0.12, -0.09, -0.16, 0.03, 0.02, 0.12, -0.18, -0.08, -0.09, 0.14, -0.10, 0.12, -0.14, 0.12, 0.12, 0.12, 0.12, 0.13],
  "homo_lumo_gap_ev": 6.74,
  "largest_force_ev_per_a": 3.28,
  "multiplicity": 1
}